# 1
# C26H25Cl2P2Se2Tc

A molecular structure, C26H25Cl2P2Se2Tc at a distorted geometry (wB97M-V/def2-TZVPD, the OMol25 dataset).

Structure (XYZ):
```
58
Properties=species:S:1:pos:R:3
Tc 1.393 -0.829 0.969
Se 1.421 1.529 0.173
P -0.425 1.998 1.431
Se -0.692 -0.127 2.142
C -1.822 2.574 0.419
C -3.100 2.331 0.918
C -4.188 2.884 0.266
C -4.000 3.659 -0.871
C -2.722 3.872 -1.372
C -1.620 3.320 -0.738
C -0.170 3.176 2.791
C -0.498 2.842 4.103
C -0.434 3.823 5.078
C -0.029 5.111 4.751
C 0.305 5.431 3.440
C 0.239 4.467 2.450
H -3.236 1.738 1.814
H -5.180 2.717 0.659
H -4.855 4.093 -1.368
H -2.574 4.475 -2.253
H -0.623 3.486 -1.126
H -0.815 1.841 4.362
H -0.703 3.581 6.095
H 0.032 5.868 5.520
H 0.615 6.433 3.184
H 0.490 4.709 1.426
C -1.313 -1.084 -1.425
P 0.362 -1.701 -1.028
C 0.177 -3.443 -0.566
C -0.959 -3.835 0.149
C -1.171 -5.174 0.419
C -0.234 -6.122 0.023
C 0.922 -5.731 -0.642
C 1.145 -4.393 -0.912
C 1.206 -1.611 -2.640
C 1.065 -2.643 -3.573
C 1.626 -2.505 -4.832
C 2.314 -1.350 -5.171
C 2.441 -0.314 -4.252
C 1.890 -0.449 -2.990
H -1.776 -1.737 -2.168
H -1.220 -0.080 -1.844
H -1.941 -1.040 -0.535
H -1.675 -3.095 0.479
H -2.070 -5.486 0.929
H -0.399 -7.164 0.249
H 1.644 -6.473 -0.946
H 2.052 -4.091 -1.416
H 0.502 -3.532 -3.326
H 1.504 -3.297 -5.557
H 2.770 -1.256 -6.145
H 2.971 0.587 -4.519
H 1.992 0.356 -2.271
Cl 3.515 -1.795 0.439
C 4.037 -1.711 2.121
Cl 2.612 -1.162 2.989
H 4.847 -0.983 2.218
H 4.356 -2.690 2.485
```

⟨S²⟩: 3.84
E_LUMO (alpha / beta): -0.421 / -0.432 Eh
2S+1: 4
Frontier orbital gap (alpha / beta): 5.69 / 5.39 eV
Total charge: +3

# 2
# C26H25FeN2O3S5

A molecular structure, C26H25FeN2O3S5 (wB97M-V/def2-TZVPD, the OMol25 dataset).

Structure (XYZ):
```
62
Properties=species:S:1:pos:R:3
Fe -0.335 0.608 1.186
S -0.208 -0.853 2.937
C 1.521 -0.687 3.218
C 2.026 -0.865 4.513
C 3.374 -0.746 4.787
C 4.279 -0.426 3.779
C 3.802 -0.231 2.494
C 2.448 -0.370 2.220
S 1.918 -0.120 0.533
C 2.061 -1.834 -0.035
C 0.924 -2.814 0.104
C 1.264 -4.174 0.146
C 0.253 -5.116 0.188
C -1.055 -4.683 0.185
C -1.323 -3.299 0.148
C -2.646 -2.825 0.148
S -2.566 0.615 1.184
C -2.971 2.122 0.357
C -4.248 2.664 0.438
C -4.541 3.858 -0.203
C -3.553 4.517 -0.926
C -2.284 3.972 -1.022
C -1.990 2.764 -0.395
S -0.395 2.042 -0.538
N -0.316 -2.382 0.107
H 1.325 -1.084 5.308
H 3.724 -0.884 5.803
H 5.332 -0.313 3.993
H 4.470 0.059 1.694
H 2.936 -2.221 0.489
H 2.325 -1.770 -1.095
H 2.305 -4.468 0.150
H 0.485 -6.173 0.225
H -1.882 -5.379 0.211
H -2.851 -1.768 0.149
H -3.466 -3.528 0.176
H -5.006 2.151 1.015
H -5.535 4.279 -0.130
H -3.768 5.465 -1.403
H -1.503 4.485 -1.567
C 2.170 3.092 3.956
S 1.414 3.088 2.339
O 0.893 4.413 2.112
O 2.429 2.637 1.402
O 0.338 2.060 2.516
H 2.504 4.102 4.177
H 3.012 2.404 3.941
H 1.436 2.768 4.684
N -0.738 -0.791 -2.441
C -0.666 -0.534 -3.788
C 0.494 0.011 -4.351
C 0.590 0.205 -5.717
C -0.458 -0.130 -6.565
C -1.616 -0.657 -6.008
C -1.726 -0.856 -4.644
H -1.647 -0.894 -2.021
H -0.103 -0.288 -1.840
H 1.312 0.295 -3.700
H 1.499 0.633 -6.123
H -0.377 0.025 -7.631
H -2.453 -0.914 -6.646
H -2.638 -1.262 -4.223
```

⟨S²⟩: 6.20
E_LUMO (alpha / beta): 0.059 / 0.045 Eh
Energy above the lowest of the compared OMol25 structures with the same formula, charge and spin: 35.23 kcal/mol
2S+1: 5
Frontier orbital gap (alpha / beta): 6.14 / 6.07 eV
Total charge: -1

# 3
# C26H25IOPSbSe4Zr

A molecular structure, C26H25IOPSbSe4Zr (wB97M-V/def2-TZVPD, the OMol25 dataset).

Structure (XYZ):
```
60
Properties=species:S:1:pos:R:3
Zr 1.512 1.678 -0.709
I 0.741 1.410 2.384
C 0.503 -0.484 3.245
C 0.968 -0.547 4.527
C 0.682 -1.656 5.344
C -0.124 -2.637 4.860
C -0.612 -2.596 3.530
C -1.473 -3.630 3.097
C -1.958 -3.642 1.827
C -1.521 -2.662 0.922
C -0.669 -1.642 1.272
P 0.052 -0.787 -0.223
C 1.008 -2.195 -0.897
C 1.289 -2.316 -2.257
C 2.181 -3.277 -2.710
C 2.807 -4.126 -1.810
C 2.529 -4.019 -0.456
C 1.636 -3.061 -0.001
C -1.427 -0.542 -1.265
C -2.123 0.646 -1.041
C -3.231 0.969 -1.806
C -3.646 0.111 -2.816
C -2.957 -1.070 -3.048
C -1.852 -1.400 -2.273
C -0.250 -1.534 2.641
H 1.539 0.277 4.931
H 1.068 -1.692 6.354
H -0.411 -3.476 5.482
H -1.739 -4.403 3.807
H -2.630 -4.422 1.494
H -1.839 -2.755 -0.107
H 0.829 -1.646 -2.968
H 2.398 -3.344 -3.768
H 3.513 -4.866 -2.164
H 3.013 -4.676 0.254
H 1.441 -2.984 1.062
H -1.790 1.326 -0.261
H -3.764 1.894 -1.625
H -4.502 0.368 -3.426
H -3.274 -1.737 -3.838
H -1.313 -2.320 -2.466
Se 4.939 0.010 -4.318
Sb 3.655 1.163 -2.706
Se 1.061 1.037 -3.118
Se 3.642 0.239 -0.305
Se 3.452 3.475 -1.901
C -0.428 4.714 -1.632
C -0.066 4.488 -0.170
C -1.317 4.452 0.701
C 0.899 5.560 0.322
O 0.582 3.229 -0.057
H -0.936 5.671 -1.759
H -1.091 3.919 -1.983
H 0.473 4.708 -2.248
H -1.844 5.406 0.649
H -1.051 4.258 1.741
H -1.994 3.665 0.360
H 0.453 6.550 0.222
H 1.818 5.531 -0.265
H 1.149 5.391 1.371
```

E_LUMO: -0.021 Eh
Energy above the lowest of the compared OMol25 structures with the same formula, charge and spin: 5.17 kcal/mol
Frontier orbital gap: 7.11 eV
Total charge: 0

# 4
# C26H25MnN4O3

A molecular structure, C26H25MnN4O3 (wB97M-V/def2-TZVPD, the OMol25 dataset).

Structure (XYZ):
```
59
Properties=species:S:1:pos:R:3
Mn 0.140 -0.017 0.467
C -0.079 -1.295 3.166
C -1.579 -1.224 3.005
C -2.087 -1.604 1.642
C -3.190 -2.364 1.540
C -3.756 -2.648 0.241
C -3.229 -2.099 -0.849
C -2.047 -1.207 -0.769
N -1.417 -1.092 0.513
N 0.615 -0.159 2.494
C 2.084 -0.375 2.593
C 2.776 0.494 1.588
C 4.046 1.007 1.753
C 4.599 1.752 0.721
C 3.866 1.963 -0.436
C 2.597 1.426 -0.533
N 2.064 0.707 0.466
C 0.279 1.158 3.126
C -0.827 1.914 2.432
C -1.682 2.760 3.114
C -2.614 3.488 2.388
C -2.663 3.348 1.009
C -1.782 2.474 0.403
N -0.881 1.774 1.103
H 0.306 -2.216 2.727
H 0.205 -1.283 4.223
H -1.944 -0.229 3.277
H -2.025 -1.909 3.725
H -3.665 -2.739 2.434
H -4.623 -3.290 0.164
H -3.632 -2.260 -1.839
H -2.251 -0.219 -1.203
H 2.287 -1.424 2.372
H 2.432 -0.181 3.610
H 4.590 0.825 2.669
H 5.593 2.167 0.824
H 4.268 2.538 -1.257
H 1.984 1.546 -1.414
H 1.177 1.779 3.073
H 0.053 1.003 4.183
H -1.620 2.848 4.190
H -3.297 4.156 2.896
H -3.373 3.901 0.412
H -1.784 2.325 -0.670
O 1.633 0.820 -3.577
C 1.202 -0.297 -4.213
C 1.604 -0.560 -5.517
C 1.152 -1.687 -6.173
C 0.280 -2.579 -5.550
C -0.134 -2.319 -4.268
C 0.325 -1.184 -3.565
C -0.165 -0.988 -2.220
O -1.096 -1.790 -1.801
O 0.259 -0.077 -1.444
H 2.157 1.340 -4.199
H 2.274 0.130 -6.017
H 1.479 -1.874 -7.188
H -0.069 -3.459 -6.070
H -0.813 -2.995 -3.770
```

⟨S²⟩: 6.06
E_LUMO (alpha / beta): -0.255 / -0.237 Eh
2S+1: 5
Frontier orbital gap (alpha / beta): 6.13 / 6.72 eV
Total charge: +2

- Which of these has the highest total charge?
  C26H25Cl2P2Se2Tc

- The highest total charge belongs to which entry?
  C26H25Cl2P2Se2Tc

- total charge of number 2 (C26H25FeN2O3S5)?
  -1